<one>
C3H2N4O | ωB97M-V/def2-TZVPD

```
10
Properties=species:S:1:pos:R:3:mulliken_charge:R:1
N -0.9232 2.1502 -0.6918 -0.165
H 1.6315 -1.9745 -0.5124 0.341
H -1.2650 -0.5468 1.2948 0.323
N -1.4455 1.4032 0.2953 -0.247
C 0.8674 -1.5010 0.1716 -0.137
O 0.8094 -1.9008 1.4356 -0.458
C -0.9002 0.1956 0.4635 0.049
C 0.2245 -0.2661 -0.2048 0.692
N 0.7804 0.6327 -1.0314 -0.174
N 0.2207 1.8075 -1.2204 -0.225
```

Output
Highest occupied orbital energy, eV: -10.4
Molar mass, g mol⁻¹: 110.1
Kohn-Sham gap, Eh: 0.3088
SMILES: O=Cc1cnnnn1

=====

<two>
C3H2N4O | ωB97M-V/def2-TZVPD

```
10
Properties=species:S:1:pos:R:3:mulliken_charge:R:1
C -1.0645 -0.6220 1.3032 0.315
N -1.8226 -1.0334 2.0779 -0.395
N 2.4081 1.0628 -1.6574 -0.320
O 1.7100 -0.1041 1.4858 -0.474
H -1.2637 -0.8163 -1.2985 0.267
C 1.8182 0.6841 -0.7285 0.126
H -1.7002 0.7211 -0.9076 0.279
C 1.0948 0.0486 0.4426 0.587
N -0.2815 -0.0312 0.2758 0.187
N -0.8987 0.0903 -0.9932 -0.573
```

Output
Highest occupied orbital energy, eV: -11.6
Molar mass, g mol⁻¹: 110.1
Kohn-Sham gap, Eh: 0.4035
SMILES: N#CC(=O)N(N)C#N

=====

<three>
C3H2N4O | ωB97M-V/def2-TZVPD

```
10
Properties=species:S:1:pos:R:3:mulliken_charge:R:1
N 3.3165 0.7708 -0.0367 -0.553
C -0.2774 0.1283 0.0022 0.217
N -0.4158 -1.2506 -0.0400 0.186
O -2.6227 0.4577 -0.0452 -0.491
H -1.3018 -1.8703 0.0494 0.321
N 0.9255 -1.5547 -0.0444 -0.723
C 1.1236 -0.1838 -0.0372 0.337
H -1.4493 2.0587 0.1147 0.283
C -1.5245 0.9374 0.0574 -0.148
N 2.2258 0.5065 -0.0202 0.570
```

Output
Highest occupied orbital energy, eV: -8.4
Molar mass, g mol⁻¹: 110.1
Kohn-Sham gap, Eh: 0.2782

=====

Most stable to least stable: <two>, <one>, <three>

=====

<one>
C4H7N3S | ωB97M-V/def2-TZVPD

```
15
Properties=species:S:1:pos:R:3:mulliken_charge:R:1
H 1.0674 -2.4909 1.0993 0.150
S 0.9719 -1.9901 -0.2970 -0.211
C -0.4991 1.4400 -0.0135 -0.537
C -1.4459 -0.6600 -0.1649 0.308
C 1.9427 0.8589 -0.0696 -1.072
N -2.4392 -1.5090 -0.0615 -0.705
H 1.7332 1.9452 -0.2460 0.261
H -1.9518 -2.5324 0.5109 0.229
C 0.5254 0.6061 0.0218 0.529
H 2.5822 0.4759 0.7349 0.296
N 0.0011 -0.7592 0.0741 0.008
N -1.7663 0.6877 -0.3725 -0.259
H 2.4920 0.4089 -1.0523 0.276
H -2.6314 1.0646 -0.0137 0.284
H -0.5822 2.4544 -0.1499 0.442
```

Output
Highest occupied orbital energy, eV: -8.0
Molar mass, g mol⁻¹: 129.2
Kohn-Sham gap, Eh: 0.3122
SMILES: [H]/N=c1/[nH]cc(C)n1S

=====

<two>
C4H7N3S | ωB97M-V/def2-TZVPD

```
15
Properties=species:S:1:pos:R:3:mulliken_charge:R:1
H 0.6817 2.7514 0.5298 0.162
H -2.0398 1.8956 1.0133 0.289
N -0.5533 -0.9228 -0.0090 -0.414
S -0.1179 2.0723 -0.5194 -0.186
C -2.7962 -0.4265 -0.2006 0.125
C 1.9269 -1.0319 -0.5692 -0.861
C 0.8391 -0.6806 0.3990 -0.100
H 1.6055 -0.4226 -1.6234 0.203
H 0.9829 -1.5039 1.1748 0.318
H 1.9541 -2.1681 -0.7345 0.290
H 1.1532 0.3887 0.6422 0.090
C -1.4463 -0.0965 0.0286 0.541
N -3.8278 -0.6535 -0.5895 -0.370
N -1.2845 1.3370 0.5593 -0.349
H 2.9224 -0.5384 -0.1014 0.263
```

Output
Highest occupied orbital energy, eV: -9.1
Molar mass, g mol⁻¹: 129.2
Kohn-Sham gap, Eh: 0.3455
SMILES: CC/N=C(/C#N)NS

=====

Most stable to least stable: <one>, <two>